{"formula": "C18H21FN4O3S", "method": "ωB97M-V with the def2-TZVPD basis set", "symbols": ["O", "C", "N", "H", "C", "C", "N", "N", "C", "S", "C", "H", "H", "C", "O", "N", "C", "H", "C", "C", "C", "H", "C", "C", "H", "H", "H", "H", "H", "H", "H", "H", "H", "H", "O", "H", "H", "C", "C", "C", "C", "C", "C", "H", "H", "H", "H", "F"], "coordinates": [[1.15959, 1.75313, -0.91681], [2.12254, 1.02543, -1.06843], [2.95409, 0.69277, -0.05343], [3.66371, -0.01190, -0.17674], [2.65625, 1.06130, 1.31156], [2.12829, -0.12615, 2.03919], [2.77843, -1.20788, 2.33356], [1.90234, -2.06573, 2.87820], [0.75859, -1.46943, 2.88506], [-0.78151, -2.09360, 3.40926], [-1.33925, -2.73152, 1.77652], [-2.37954, -3.00817, 1.91651], [-0.73309, -3.61127, 1.55872], [-1.07818, -1.68758, 0.70169], [0.01746, -1.68015, 0.15751], [-2.03666, -0.79172, 0.40939], [-1.70588, 0.24974, -0.54829], [-0.62291, 0.21868, -0.67479], [-2.11453, 1.65516, -0.10101], [-2.00533, 1.87777, 1.40880], [-3.27298, 1.47570, 2.16436], [-4.13855, 1.90926, 1.65615], [-3.46155, -0.03356, 2.29537], [-3.37667, -0.76797, 0.95420], [-4.01485, -0.26906, 0.22109], [-3.74973, -1.78937, 1.06921], [-2.70468, -0.43486, 2.96954], [-4.43930, -0.23434, 2.73810], [-3.23896, 1.90058, 3.16989], [-1.82689, 2.93970, 1.58842], [-1.14709, 1.33053, 1.80014], [-1.44398, 2.34475, -0.61475], [-3.13359, 1.88226, -0.42249], [-2.17219, 0.01284, -1.51259], [0.83247, -0.21716, 2.38239], [3.56487, 1.42214, 1.80158], [1.89307, 1.84365, 1.28386], [2.46798, 0.45671, -2.40602], [3.75184, 0.12824, -2.82918], [4.00229, -0.37033, -4.09405], [2.94700, -0.55814, -4.96884], [1.65834, -0.23251, -4.57783], [1.42697, 0.27676, -3.31468], [0.43155, 0.54839, -2.99883], [0.83473, -0.37155, -5.26097], [3.13506, -0.95209, -5.95580], [5.01757, -0.60235, -4.37512], [4.81283, 0.31292, -2.00964]], "atomic_forces_ev_per_a": [[-0.3, 0.1, 0.0], [0.4, -0.1, 0.0], [0.1, 0.0, 0.2], [-0.1, 0.1, -0.2], [-0.2, 0.1, 0.0], [0.3, -0.3, 0.2], [0.9, 1.2, -0.6], [-1.0, -0.8, 0.5], [-0.2, -0.4, 0.4], [0.1, -0.1, -0.1], [0.3, 0.1, 0.2], [0.0, 0.0, 0.0], [-0.2, 0.1, -0.1], [0.0, -0.4, 0.0], [0.2, -0.2, 0.0], [-0.1, 0.3, -0.2], [0.3, 0.2, -0.3], [-0.3, 0.0, 0.0], [0.1, -0.1, 0.1], [-0.2, 0.2, -0.1], [0.2, -0.2, 0.1], [0.0, 0.1, 0.0], [-0.2, 0.2, -0.2], [-0.2, -0.2, 0.5], [0.0, -0.1, 0.0], [0.0, 0.1, -0.1], [-0.1, 0.0, 0.0], [0.0, 0.0, 0.1], [-0.1, 0.0, 0.0], [0.1, 0.0, 0.0], [0.1, 0.0, 0.1], [-0.1, 0.0, -0.1], [0.0, 0.1, 0.0], [0.1, 0.0, 0.0], [0.1, 0.3, 0.0], [-0.2, 0.0, 0.0], [0.2, -0.1, 0.1], [0.1, 0.0, -0.2], [-0.2, 0.0, -0.2], [0.1, 0.0, 0.1], [0.0, 0.0, 0.1], [-0.1, 0.0, 0.0], [0.1, 0.0, 0.0], [-0.1, 0.0, 0.0], [-0.1, 0.0, 0.0], [0.0, 0.0, -0.1], [0.1, 0.0, 0.0], [-0.1, -0.1, -0.1]], "lumo_ha": 0.0208, "energy_ev": -44662.8170, "fmax_ev_per_a": 1.6, "homo_energy_ha": -0.3386, "smiles": "O=C(NCc1nnc(SCC(=O)N2CCCCCC2)o1)c1ccccc1F", "gap_ha": 0.3594}

{"formula": "C4H14NO2", "method": "ωB97M-V with the def2-TZVPD basis set", "symbols": ["C", "C", "C", "C", "O", "N", "H", "H", "H", "H", "H", "H", "H", "H", "H", "H", "H", "H", "H", "H", "O"], "coordinates": [[-0.25464, 0.84608, -1.32105], [-0.25394, -0.63074, -0.63127], [1.06151, -1.31781, -0.76146], [2.12127, -0.74174, 0.04447], [0.77697, -2.75356, -0.52930], [-0.62548, -0.61479, 0.77025], [0.67620, 1.46894, -1.19286], [-1.26523, 1.26649, -1.04628], [-0.24795, 0.52125, -2.35623], [-0.85459, -1.45001, -1.13965], [1.44088, -1.17908, -1.81270], [2.82640, -0.07991, -0.50936], [2.41970, -1.12108, 1.02039], [1.67329, 2.89718, 2.05239], [1.61849, -3.24667, -0.55753], [-1.44487, -0.10739, 1.00813], [1.55034, 2.74458, 1.35279], [0.20797, -0.56688, 1.30166], [-4.21666, 1.28727, 0.74752], [-3.76989, 1.54611, 2.21346], [-3.43977, 1.23176, 1.34662]], "atomic_forces_ev_per_a": [[-0.4, -2.5, 0.1], [-2.1, 1.7, -0.2], [2.1, -2.5, -0.6], [0.5, -0.7, -1.0], [1.3, 1.9, 0.2], [1.3, -1.0, -1.4], [-1.3, -0.5, 0.5], [1.5, 0.1, -0.4], [-0.3, 0.7, -0.6], [-0.2, 1.7, 0.0], [-0.6, -0.2, 0.5], [-0.7, 0.1, 0.9], [-0.1, 0.1, 0.1], [0.1, 0.1, 0.6], [-0.4, 0.1, 0.0], [-0.7, 0.5, 0.5], [-0.1, -0.1, -0.6], [-0.1, 0.5, 1.5], [0.7, 0.0, 0.7], [0.3, -0.3, -0.7], [-0.8, 0.2, 0.0]], "lumo_ha": -0.2945, "energy_ev": -9947.9544, "total_charge": 1, "fmax_ev_per_a": 3.3, "homo_energy_ha": -0.4908, "gap_ha": 0.1964}

{"formula": "C3H14NO2", "method": "ωB97M-V with the def2-TZVPD basis set", "symbols": ["C", "C", "N", "C", "H", "H", "H", "H", "H", "H", "H", "H", "H", "H", "H", "H", "O", "H", "H", "O"], "coordinates": [[-1.56681, 0.88522, 1.63577], [-1.29167, 1.00828, 0.09486], [-0.03548, 0.39004, -0.34530], [0.39751, 0.52520, -1.70161], [-1.25271, -0.02252, 2.16942], [-2.64857, 0.73424, 1.66148], [-1.51479, 1.75793, 2.35940], [-1.48024, 2.02344, -0.27296], [-1.91346, 0.23053, -0.34049], [0.71913, 0.66068, 0.27252], [-0.31855, -0.59084, -0.16038], [0.42623, 1.54207, -2.23764], [1.43624, 0.20131, -1.60211], [-0.31355, -0.00595, -2.30829], [0.22721, -3.11102, 0.11909], [0.23065, -2.86007, -1.27521], [0.24242, -2.31425, -0.49104], [3.36506, 0.31331, 0.73367], [2.64718, -1.05474, 1.16304], [2.64418, -0.31286, 0.52578]], "atomic_forces_ev_per_a": [[-1.4, 0.6, 0.6], [-1.2, -0.3, 1.3], [-0.5, 1.1, 2.3], [0.9, 1.4, -2.0], [0.6, 0.2, -0.5], [-0.2, 0.0, -0.1], [0.9, -0.7, -1.4], [0.2, -0.5, -0.1], [-1.4, 1.0, -0.3], [0.5, -0.4, 0.3], [1.7, 0.0, -0.3], [-0.2, -0.9, 1.8], [-0.3, -0.6, -1.1], [0.4, -0.9, -0.5], [0.0, 1.7, -0.1], [0.0, 0.4, -1.2], [-0.1, -2.3, 1.4], [-0.4, -0.8, 0.2], [0.4, 0.8, -0.4], [0.0, 0.2, 0.3]], "lumo_ha": -0.1103, "energy_ev": -8916.0682, "total_charge": 1, "fmax_ev_per_a": 2.7, "homo_energy_ha": -0.5750, "gap_ha": 0.4647}

{"formula": "C2H5NO2S", "method": "ωB97M-V with the def2-TZVPD basis set", "symbols": ["C", "C", "N", "O", "O", "S", "H", "H", "H", "H", "H"], "coordinates": [[0.37559, -1.19934, 0.71190], [-1.36388, 0.89086, -0.57200], [0.09908, -0.58597, -0.64619], [2.65648, -0.22031, -0.41372], [1.17059, 1.33922, 0.74989], [1.37027, 0.09129, 0.17596], [-0.55357, -1.28846, 1.24044], [0.49663, -2.25276, 0.54809], [-1.03040, 1.03992, -1.56143], [-2.20621, 0.41749, -0.24900], [-1.01456, 1.76807, 0.01606]], "atomic_forces_ev_per_a": [[-1.5, -1.6, -0.5], [5.4, 0.0, 0.2], [-1.7, 3.6, -0.2], [-1.1, 0.0, 0.8], [-0.4, 3.1, 1.7], [0.9, -3.4, -2.4], [0.0, 1.4, 1.5], [1.7, -0.5, -0.1], [-1.0, 0.1, -1.3], [-2.2, -1.4, 0.3], [-0.2, -1.1, 0.1]], "lumo_ha": [-0.0122, -0.0122], "energy_ev": -18569.8359, "fmax_ev_per_a": 5.4, "homo_energy_ha": [-0.3703, -0.3704], "gap_ha": [0.3581, 0.3582]}